# 1
164
Properties=species:S:1:pos:R:3:forces:R:3 method="wB97M-V/def2-TZVPD" smiles="COP(=O)(OC)OC.COP(=O)(OC)OC.COP(=O)(OC)OC.COP(=O)(OC)OC.COP(=O)(OC)OC.COP(=O)(OC)OC.COP(=O)(OC)OC.CCO.CCO.CCO.CCO.CCO" e_homo_ev=-9.40 lumo_energy_ha=0.016 largest_force_ev_per_a=3.84 gap_ev=9.8
C -5.935 -1.303 3.688 -0.7 -0.7 0.9
O -6.227 -0.805 2.392 0.1 -0.3 0.5
P -5.580 -1.480 1.123 0.8 0.1 -1.3
O -4.227 -2.057 1.270 -0.5 0.2 0.2
O -6.620 -2.566 0.590 1.6 0.2 0.9
C -8.004 -2.315 0.802 0.8 1.3 -0.4
O -5.715 -0.256 0.134 0.6 0.0 -0.2
C -4.759 0.867 0.143 0.9 -0.6 -1.3
H -6.046 -0.461 4.351 -0.4 0.1 0.4
H -4.914 -1.612 3.791 0.7 -0.3 -0.3
H -6.596 -2.164 3.987 0.4 0.9 -0.4
H -8.104 -1.655 1.665 -0.4 0.1 -0.3
H -8.482 -3.229 1.013 -0.6 -1.1 -0.1
H -8.251 -1.851 -0.143 -1.2 0.1 0.1
H -5.129 1.659 0.758 -0.7 0.7 -0.2
H -4.492 1.109 -0.929 -0.9 0.0 1.3
H -3.785 0.659 0.589 -0.1 -0.8 0.2
C -5.318 1.680 -5.228 0.4 -0.4 -2.3
O -4.169 1.525 -4.419 0.2 -0.3 0.2
P -3.537 0.124 -4.010 -1.2 1.5 1.4
O -2.547 0.346 -2.955 -0.1 -0.3 0.6
O -2.973 -0.414 -5.320 1.4 -0.9 -1.8
C -2.391 -1.753 -5.285 -0.8 -0.7 -0.6
O -4.788 -0.821 -3.683 0.8 0.1 -0.2
C -4.662 -1.778 -2.617 -0.1 -0.5 1.8
H -6.209 1.669 -4.641 -0.6 0.0 0.4
H -5.358 0.885 -6.023 -0.1 0.5 0.9
H -5.246 2.621 -5.817 0.1 -0.4 0.8
H -1.536 -1.899 -4.558 -1.5 0.3 -0.4
H -2.003 -1.948 -6.273 0.4 0.4 -0.4
H -3.297 -2.420 -5.298 1.2 0.1 1.1
H -5.697 -1.881 -2.213 0.9 -0.1 -0.2
H -3.998 -1.347 -1.810 -0.9 -0.4 -0.8
H -4.236 -2.797 -2.867 -0.5 1.4 -0.4
C 4.925 3.560 -0.640 -0.7 -0.9 0.1
O 3.942 3.083 0.353 0.1 0.5 -0.7
P 4.054 3.110 1.935 0.8 0.5 -1.0
O 2.858 2.615 2.605 -0.7 -0.4 0.3
O 4.409 4.616 2.285 0.5 -0.6 -1.2
C 3.984 5.263 3.463 0.6 0.6 0.9
O 5.370 2.267 2.214 -0.7 -0.5 0.4
C 5.132 0.793 2.283 -0.2 1.4 0.4
H 4.741 3.037 -1.615 0.0 0.2 1.2
H 5.925 3.378 -0.286 0.4 -0.4 0.1
H 4.833 4.616 -0.808 -0.4 0.6 0.1
H 4.390 4.720 4.321 0.2 0.4 0.1
H 2.912 5.189 3.574 -0.4 0.4 -0.2
H 4.371 6.330 3.425 -0.6 -1.4 0.1
H 5.961 0.428 1.732 0.6 -0.8 -0.3
H 4.185 0.484 1.842 0.1 0.2 -0.2
H 5.127 0.517 3.338 0.2 0.0 -0.2
C 5.313 -3.984 0.789 -0.4 -0.8 0.9
O 4.810 -3.333 1.970 -1.0 0.7 -0.6
P 3.325 -2.719 1.882 -0.9 -2.3 0.5
O 3.096 -1.584 0.968 0.2 -0.1 0.3
O 2.409 -4.020 1.558 -0.1 0.3 -0.3
C 1.210 -4.052 0.650 1.8 2.0 0.8
O 3.040 -2.591 3.431 0.1 1.3 0.2
C 2.885 -1.318 4.132 -0.6 -1.8 0.8
H 4.673 -3.853 -0.062 -0.3 0.3 -0.5
H 5.319 -5.054 1.033 0.3 0.2 -0.3
H 6.290 -3.593 0.597 0.6 0.1 -0.2
H 1.259 -3.040 0.207 -0.6 -0.8 -0.4
H 0.274 -4.198 1.180 0.3 0.0 0.4
H 1.389 -4.845 -0.043 0.1 -0.3 -0.5
H 2.645 -0.556 3.481 -0.7 1.6 -1.7
H 3.752 -1.019 4.665 1.1 -0.2 0.4
H 2.071 -1.412 4.852 0.1 -0.2 -0.2
C 7.123 -1.207 -2.791 0.3 -0.4 1.3
O 7.183 0.194 -2.514 -1.4 -0.1 -1.1
P 8.444 0.805 -1.901 2.1 0.8 -1.4
O 9.700 0.568 -2.612 0.3 -0.3 0.0
O 8.139 2.334 -1.746 -0.3 1.0 0.1
C 8.388 3.207 -2.864 -1.0 -1.6 -2.4
O 8.338 0.216 -0.497 -2.5 -0.4 0.7
C 9.320 0.070 0.419 1.9 -1.2 1.9
H 6.083 -1.308 -3.055 -0.2 -0.8 0.0
H 7.423 -1.795 -1.843 -0.7 0.8 -1.5
H 7.775 -1.476 -3.625 0.0 0.1 0.1
H 9.455 3.294 -3.132 -0.5 -0.4 0.2
H 7.991 4.165 -2.664 -0.3 1.0 0.7
H 7.735 2.835 -3.781 1.6 0.5 1.6
H 9.995 -0.739 0.119 -0.1 -0.1 0.1
H 8.896 -0.185 1.419 0.2 0.4 -0.8
H 9.933 0.943 0.444 0.4 0.8 0.5
C -5.231 5.838 1.673 2.1 0.2 0.6
O -4.048 4.977 1.867 -1.1 1.4 -1.4
P -3.690 4.206 3.154 -1.3 -1.1 0.5
O -4.173 4.734 4.419 0.1 0.4 0.7
O -4.359 2.787 2.815 0.3 -0.1 0.0
C -4.266 1.687 3.730 0.4 -0.1 0.0
O -2.156 4.043 3.045 1.1 0.6 0.2
C -1.489 3.623 1.838 1.0 -0.1 0.8
H -6.044 5.265 1.319 -0.8 -0.7 -0.3
H -4.901 6.561 0.933 -0.2 0.0 -0.1
H -5.449 6.364 2.598 -0.1 -0.2 0.1
H -4.770 1.913 4.704 0.4 -0.3 -0.9
H -3.216 1.389 3.872 -0.2 0.4 0.3
H -4.669 0.833 3.184 -0.4 0.3 0.3
H -2.141 3.689 1.001 -0.6 -0.4 -0.7
H -1.167 2.623 2.124 0.1 -0.2 -0.9
H -0.599 4.246 1.594 -0.6 -0.2 0.7
C -1.141 -6.801 -3.373 -0.1 0.2 -0.6
O -1.042 -6.024 -2.174 0.7 0.3 0.5
P -1.962 -4.753 -1.896 1.6 -0.7 1.2
O -2.603 -4.240 -3.080 -0.6 0.7 -1.1
O -2.961 -5.299 -0.836 -0.6 -0.6 1.6
C -2.584 -5.714 0.506 -0.7 -0.2 0.4
O -1.068 -3.731 -1.010 0.9 -2.7 -1.6
C -1.491 -2.413 -1.038 -1.7 1.8 0.7
H -0.149 -7.187 -3.654 -0.3 0.4 0.3
H -1.539 -6.155 -4.163 0.2 -0.3 0.0
H -1.812 -7.659 -3.246 0.1 0.3 0.2
H -2.356 -4.870 1.164 0.1 0.1 -0.5
H -1.777 -6.457 0.579 0.0 0.3 -0.7
H -3.470 -6.192 0.942 0.1 0.2 -0.3
H -1.589 -1.955 -2.020 0.4 -0.3 -0.3
H -0.821 -1.786 -0.434 -0.2 -0.3 0.0
H -2.513 -2.443 -0.611 0.4 0.8 0.2
C -0.016 1.276 -1.344 2.4 1.4 2.6
C 1.077 0.603 -0.443 -1.6 1.4 -0.8
O 1.824 -0.174 -1.316 1.1 -1.7 -0.5
H 0.486 1.826 -2.127 -0.1 0.0 -0.4
H -0.529 1.999 -0.691 -0.2 -0.2 -0.4
H -0.639 0.523 -1.687 -1.3 -1.1 -0.9
H 0.517 0.043 0.283 0.0 -0.7 0.6
H 1.724 1.301 0.077 0.0 0.4 0.1
H 2.267 -0.904 -0.849 0.1 0.5 0.3
C 1.230 -1.425 -5.850 0.6 -0.9 -0.1
C 1.814 -1.083 -4.512 0.1 1.2 0.1
O 0.844 -1.374 -3.540 0.1 -0.1 0.6
H 1.902 -1.249 -6.709 -0.2 0.2 0.5
H 0.299 -0.881 -5.965 -0.2 -0.2 -0.3
H 1.099 -2.526 -5.777 -0.5 0.6 -0.4
H 2.193 -0.064 -4.401 -0.6 0.6 -0.3
H 2.728 -1.592 -4.342 1.0 -1.4 0.2
H 1.186 -1.019 -2.686 -0.5 0.0 -0.4
C -1.790 4.190 -3.141 -0.2 1.2 0.9
C -2.591 4.324 -1.845 0.8 -0.3 0.3
O -2.912 3.015 -1.358 -1.1 1.4 0.9
H -1.772 5.213 -3.546 0.4 -0.5 -0.4
H -2.216 3.466 -3.820 -0.4 0.0 -0.3
H -0.804 3.847 -2.889 0.7 0.0 -0.1
H -3.478 4.975 -2.069 0.3 -1.0 0.6
H -1.966 4.840 -1.028 -0.9 -0.4 -1.2
H -2.460 2.336 -1.842 0.4 -0.5 -0.7
C -0.739 1.832 5.706 1.1 -0.5 -0.2
C 0.176 1.954 4.454 -0.9 -0.1 1.1
O 1.395 1.434 4.930 1.8 0.2 -1.4
H -0.366 2.404 6.587 -0.3 0.0 -0.9
H -0.635 0.770 6.018 -0.3 0.5 -0.2
H -1.764 2.046 5.459 -0.4 0.2 0.2
H 0.297 2.976 4.048 -0.1 -0.3 0.3
H -0.241 1.306 3.659 0.1 0.3 0.1
H 2.073 1.654 4.235 -0.7 -0.2 0.8
C -0.922 -2.851 3.251 1.0 0.7 0.0
C -0.597 -1.444 2.669 -0.3 -0.7 0.6
O -1.819 -0.754 2.500 -0.4 0.1 -0.7
H -0.056 -3.475 3.596 -0.6 0.5 -0.7
H -1.588 -3.376 2.545 0.4 0.0 0.4
H -1.461 -2.590 4.145 -0.6 -0.3 0.4
H 0.065 -1.467 1.809 -0.3 -0.2 -0.7
H -0.080 -0.785 3.345 0.5 -0.2 0.8
H -2.479 -1.306 2.041 0.2 0.1 0.0


# 2
71
Properties=species:S:1:pos:R:3:forces:R:3 method="wB97M-V/def2-TZVPD" spin_multiplicity=5 charge=+4 e_homo_ev="-19.51 / -19.56" lumo_energy_ha="-0.402 / -0.562" e_above_lowest_kcal_mol=0.0 largest_force_ev_per_a=4.73 gap_ev="8.6 / 4.3"
Ru -0.013 0.136 0.705 1.6 -2.9 0.3
P -0.697 1.858 2.016 -1.3 3.5 1.8
P -2.155 -0.530 0.108 -3.0 -0.2 -1.2
P 2.189 0.916 0.442 2.7 2.0 -0.2
H -0.008 -2.675 -8.723 0.0 -0.1 0.0
C 1.014 -2.915 -8.443 -1.1 4.1 -1.7
C 1.351 -4.120 -7.990 1.2 -4.2 1.5
H 0.619 -4.916 -7.880 0.0 0.0 -0.1
C -1.174 3.383 1.090 0.2 -0.4 -0.4
C -2.188 1.734 3.111 0.0 -0.8 -0.4
C 0.436 2.585 3.289 0.4 -0.6 -0.4
C -2.340 -2.023 -0.950 0.7 0.1 0.0
C -3.461 -0.956 1.353 0.5 0.0 0.4
C -3.072 0.692 -0.926 0.6 0.1 0.1
C 3.344 0.088 -0.736 -0.6 -0.1 0.1
C 3.401 1.124 1.832 -0.6 -0.4 0.4
C 2.209 2.635 -0.205 -0.3 -0.3 0.0
H 1.747 -2.120 -8.553 0.0 -0.1 0.0
H 2.374 -4.361 -7.711 0.0 0.0 -0.1
H -1.465 4.198 1.762 0.1 -0.3 0.0
H -2.007 3.135 0.428 0.0 0.1 0.1
H -0.340 3.706 0.463 -0.1 0.1 0.1
H -2.245 2.605 3.774 0.2 -0.1 -0.3
H -2.125 0.830 3.723 -0.1 0.3 0.0
H -3.102 1.688 2.515 0.1 0.0 0.1
H -0.087 3.337 3.890 -0.1 -0.2 -0.3
H 1.298 3.051 2.812 0.0 0.1 0.0
H 0.799 1.795 3.951 0.0 0.2 0.0
H -3.390 -2.334 -0.961 0.2 0.2 0.0
H -1.712 -2.829 -0.564 -0.2 -0.1 0.0
H -2.011 -1.801 -1.967 -0.1 0.0 0.0
H -4.420 -0.514 1.060 0.2 0.0 0.0
H -3.199 -0.603 2.351 -0.2 0.0 -0.1
H -3.579 -2.043 1.389 0.1 0.1 0.0
H -3.905 0.221 -1.459 0.2 0.0 0.2
H -2.369 1.116 -1.647 -0.2 0.0 -0.1
H -3.455 1.507 -0.307 0.0 -0.1 0.0
H 4.313 0.599 -0.721 -0.3 0.0 0.1
H 2.922 0.132 -1.742 0.2 -0.1 0.0
H 3.492 -0.952 -0.438 0.1 0.1 -0.1
H 4.174 1.842 1.538 -0.2 -0.1 -0.1
H 3.885 0.169 2.055 -0.1 0.1 0.0
H 2.911 1.491 2.737 0.1 0.0 -0.1
H 3.205 2.901 -0.576 -0.2 -0.1 0.2
H 1.916 3.318 0.596 0.1 0.0 -0.1
H 1.478 2.720 -1.011 0.1 0.2 0.0
C 0.624 -1.240 -2.539 -0.1 -0.2 0.3
C 0.472 0.042 -3.094 -0.1 0.3 -0.2
C 0.254 0.210 -4.461 0.1 0.4 0.5
C 0.180 -0.892 -5.314 0.1 -0.4 0.5
C 0.333 -2.173 -4.772 0.0 0.1 0.2
C 0.551 -2.348 -3.410 0.2 -0.5 -0.1
S 0.880 -1.567 -0.827 -0.9 0.2 -1.4
H -0.251 1.208 -0.515 0.0 -0.5 0.6
H 0.542 0.900 -2.430 -0.1 0.0 -0.3
H 0.142 1.216 -4.862 0.0 -0.2 0.1
H 0.009 -0.759 -6.378 0.0 0.1 0.2
H 0.280 -3.045 -5.419 -0.1 0.1 0.2
H 0.665 -3.347 -2.999 0.0 0.1 -0.1
S 0.430 -1.706 2.375 0.1 -0.8 -4.7
C 0.216 -1.082 3.860 -0.1 1.2 3.5
N -0.998 -1.182 4.474 -0.4 0.1 0.5
C -1.190 -0.739 5.748 0.9 0.3 0.5
C -0.130 -0.184 6.466 -0.5 -0.3 -0.6
C 1.128 -0.103 5.870 -0.3 -0.3 -0.4
C 1.310 -0.561 4.563 -0.6 0.2 0.8
H -1.805 -1.612 3.969 1.0 0.4 0.5
H -2.167 -0.823 6.208 -0.1 -0.2 -0.3
H -0.281 0.166 7.479 -0.1 -0.1 0.0
H 1.962 0.311 6.421 0.0 0.0 0.0
H 2.291 -0.512 4.109 -0.1 -0.1 -0.1


# 3
14
Properties=species:S:1:pos:R:3:forces:R:3 method="wB97M-V/def2-TZVPD" smiles=C#C[C@H]1NC[C@H]1S e_homo_ev=-9.11 lumo_energy_ha=0.031 e_above_lowest_kcal_mol=98.0 largest_force_ev_per_a=6.30 gap_ev=9.9
C 0.539 1.810 1.786 -1.0 -1.5 -2.2
C -0.208 1.072 1.083 3.8 4.1 2.9
C -0.872 0.567 -0.106 -1.9 -1.9 -0.2
N -0.100 0.621 -1.333 -1.2 -2.4 -0.4
C 0.503 -0.711 -1.134 1.2 -1.2 0.3
C -0.735 -1.033 -0.244 -0.5 -1.1 0.3
S -0.557 -2.033 1.301 2.8 2.0 -0.6
H 1.358 2.509 2.227 -2.2 -1.9 -0.7
H -1.889 1.012 -0.198 0.6 -0.4 0.1
H 0.536 1.316 -1.357 2.5 3.0 -0.3
H 0.559 -1.397 -2.005 -0.1 0.8 0.1
H 1.607 -0.766 -0.669 -2.5 0.4 -0.4
H -1.492 -1.635 -0.888 0.9 1.7 1.1
H 0.751 -1.332 1.536 -2.5 -1.5 0.0